{
  "formula": "C4H12O3",
  "method": "wB97M-V/def2-TZVPD",
  "multiplicity": 1,
  "total_charge": 0,
  "energy_ev": -10483.964,
  "symbols": ["C", "C", "C", "C", "O", "H", "H", "H", "H", "H", "H", "H", "H", "O", "H", "H", "O", "H", "H"],
  "coordinates": [[-1.732, -0.391, -1.506], [-0.349, -0.922, -1.049], [0.149, -0.384, 0.316], [1.680, -0.433, 0.392], [2.260, -0.077, 1.388], [-1.694, -0.638, -2.559], [-1.662, 0.678, -1.263], [-2.609, -0.661, -0.927], [0.406, -0.797, -1.816], [-0.447, -1.989, -0.799], [-0.127, -0.955, 1.203], [-0.224, 0.633, 0.485], [2.102, -1.129, -0.355], [3.381, -3.183, -0.005], [4.135, -2.671, 0.292], [3.260, -3.854, 0.689], [-2.883, 5.798, 1.504], [-3.582, 5.377, 2.051], [-2.064, 5.598, 1.958]]
}

{
  "formula": "C4H12O3",
  "method": "wB97M-V/def2-TZVPD",
  "multiplicity": 1,
  "total_charge": 0,
  "energy_ev": -10483.787,
  "symbols": ["O", "C", "C", "C", "C", "O", "H", "H", "H", "H", "H", "H", "H", "H", "H", "H", "O", "H", "H"],
  "coordinates": [[-0.103, -2.507, -0.592], [-0.764, -1.406, -0.024], [-0.656, -0.074, -0.794], [-1.021, 1.030, 0.212], [0.110, 1.121, 1.282], [-0.532, 0.797, 2.536], [0.064, -2.445, -1.527], [-1.829, -1.544, 0.275], [-0.387, -1.410, 1.009], [0.366, -0.012, -1.180], [-1.325, -0.278, -1.638], [-1.965, 0.980, 0.748], [-1.072, 2.038, -0.238], [0.620, 2.086, 1.321], [0.839, 0.327, 1.071], [0.090, 1.079, 3.193], [2.461, -0.042, -1.511], [2.234, -0.517, -2.336], [2.870, 0.776, -1.810]]
}

{
  "formula": "C4H12O4",
  "method": "wB97M-V/def2-TZVPD",
  "multiplicity": 1,
  "total_charge": -2,
  "energy_ev": -12530.009,
  "symbols": ["C", "O", "C", "C", "C", "O", "H", "H", "H", "H", "H", "H", "H", "H", "H", "H", "O", "H", "H", "O"],
  "coordinates": [[3.415, 0.351, -0.182], [4.598, 0.960, -0.274], [2.186, 1.341, -0.143], [0.830, 0.758, -0.642], [-0.380, 1.044, 0.251], [-1.468, 1.716, -0.439], [3.158, -0.315, -1.054], [3.288, -0.294, 0.729], [2.544, 2.147, -0.789], [2.029, 1.730, 0.867], [0.594, 1.095, -1.646], [1.027, -0.321, -0.736], [-0.065, 1.790, 0.984], [-0.803, 0.195, 0.783], [-3.046, -3.483, -0.436], [-3.378, -2.608, 0.796], [-2.952, -3.566, 0.530], [-5.136, -2.048, 1.191], [-2.085, 1.036, -0.729], [-4.357, -1.526, 0.942]]
}

{
  "formula": "C4H12O4",
  "method": "wB97M-V/def2-TZVPD",
  "multiplicity": 1,
  "total_charge": 0,
  "energy_ev": -12530.933,
  "symbols": ["O", "C", "C", "O", "H", "H", "H", "H", "H", "H", "O", "C", "C", "O", "H", "H", "H", "H", "H", "H"],
  "coordinates": [[-3.031, 2.179, -1.256], [-4.199, 2.701, -0.745], [-4.821, 1.760, 0.356], [-3.905, 1.800, 1.462], [-2.540, 1.708, -0.551], [-4.016, 3.690, -0.282], [-4.886, 2.852, -1.600], [-5.823, 2.157, 0.605], [-4.957, 0.749, -0.075], [-3.871, 2.709, 1.828], [5.679, -2.971, -0.663], [4.599, -2.871, 0.203], [3.644, -1.825, -0.345], [2.487, -1.684, 0.492], [6.186, -2.152, -0.483], [4.210, -3.896, 0.358], [4.961, -2.497, 1.180], [4.200, -0.882, -0.511], [3.338, -2.214, -1.336], [2.742, -1.314, 1.363]]
}

{
  "formula": "C4H12O4Rb",
  "method": "wB97M-V/def2-TZVPD",
  "multiplicity": 1,
  "total_charge": 1,
  "energy_ev": -13181.488,
  "symbols": ["Rb", "C", "C", "O", "O", "H", "H", "H", "H", "H", "H", "C", "C", "O", "O", "H", "H", "H", "H", "H", "H"],
  "coordinates": [[-2.728, 1.753, 0.452], [-0.240, -1.153, 1.999], [-0.785, -2.398, 1.335], [-0.843, -2.190, -0.131], [-1.326, -0.169, 1.998], [0.618, -0.754, 1.458], [0.063, -1.362, 3.025], [-1.740, -2.513, 1.849], [-0.123, -3.235, 1.557], [-1.649, -2.629, -0.414], [-1.111, 0.370, 2.763], [0.451, 0.838, -1.615], [1.734, 1.612, -1.118], [1.369, 2.933, -0.724], [-0.208, 1.400, -2.738], [-0.263, 0.760, -0.795], [0.625, -0.230, -1.745], [2.513, 1.746, -1.869], [2.234, 1.052, -0.328], [1.373, 3.417, -1.553], [0.035, 0.753, -3.404]]
}

{
  "formula": "C4H12OS",
  "method": "wB97M-V/def2-TZVPD",
  "multiplicity": 1,
  "total_charge": 0,
  "energy_ev": -17225.194,
  "symbols": ["C", "C", "C", "S", "C", "H", "H", "H", "H", "H", "H", "H", "H", "H", "H", "O", "H", "H"],
  "coordinates": [[1.363, -1.872, 0.932], [1.104, -1.613, -0.543], [0.044, -0.579, -0.800], [-1.583, -1.029, -0.074], [-2.174, 0.634, 0.348], [1.525, -0.963, 1.518], [2.247, -2.495, 1.048], [0.544, -2.378, 1.433], [2.029, -1.286, -1.016], [0.818, -2.554, -1.007], [0.345, 0.386, -0.400], [-0.173, -0.445, -1.848], [-1.552, 1.074, 1.136], [-3.194, 0.507, 0.702], [-2.178, 1.259, -0.540], [2.430, 4.426, 0.115], [1.490, 4.223, 0.168], [2.850, 3.552, 0.170]]
}

{
  "formula": "C4H12OS2",
  "method": "wB97M-V/def2-TZVPD",
  "multiplicity": 1,
  "total_charge": 0,
  "energy_ev": -28058.892,
  "symbols": ["C", "C", "S", "S", "C", "C", "H", "H", "H", "H", "H", "H", "H", "H", "H", "H", "O", "H", "H"],
  "coordinates": [[1.730, 1.617, -1.922], [0.282, 0.889, -2.099], [-0.861, 0.924, -0.645], [-0.801, -1.158, -0.334], [-1.918, -1.447, 1.145], [-1.483, -2.758, 1.863], [1.930, 1.796, -0.912], [1.675, 2.608, -2.564], [2.269, 0.845, -2.391], [0.448, -0.109, -2.526], [-0.199, 1.389, -2.879], [-1.631, -0.678, 1.897], [-2.927, -1.657, 1.019], [-0.632, -2.758, 2.452], [-1.241, -3.377, 1.002], [-2.338, -3.032, 2.491], [2.187, 2.234, 1.726], [1.690, 3.119, 1.590], [1.821, 1.554, 1.088]]
}

LUMO: 0.8, 0.5, 6.2, 0.7, -3.6, 0.4, 0.4 (eV)
Energy above the lowest of the compared OMol25 structures with the same formula, charge and spin: 27.09, 31.17, 17.61, 49.78, 25.00, 8.08, 45.51 (kcal per mole)
Orbital gap: 10.307, 10.221, 6.550, 10.756, 9.405, 8.956, 8.442 (eV)